1 | 19
Properties=species:S:1:pos:R:3 method="wB97M-V/def2-TZVPD" smiles="NC(=O)CCCS.O" homo_energy_ev=-8.9 gap_ev=9.67
C 0.57768 1.08349 -0.77904
C -0.02860 1.09195 0.64170
C -1.42129 0.44610 0.53324
S -2.75785 1.68176 0.58580
C 0.92785 -0.36067 -1.14015
N 2.22111 -0.82485 -0.92508
O 0.09562 -1.18180 -1.49181
H 1.60896 1.46363 -0.74586
H 0.00983 1.59678 -1.55170
H 0.59617 0.67379 1.44020
H -0.21684 2.10999 0.97269
H -1.43120 -0.39610 -0.13984
H -1.74114 0.04280 1.52533
H -3.18976 1.67166 -0.65695
H 2.45787 -1.76394 -1.20698
H 2.94878 -0.17489 -1.18997
H -0.08859 -2.24400 0.67748
H -0.68640 -2.70537 1.82653
O 0.11781 -2.21032 1.62442

2 | 19
Properties=species:S:1:pos:R:3 method="wB97M-V/def2-TZVPD" smiles="NC(=O)CCCS.O" homo_energy_ev=-9.0 gap_ev=9.55
C 1.07810 0.26703 -1.11115
C 1.31032 1.32259 -0.05147
C 0.12693 1.49174 0.89832
S -1.11433 2.67959 0.30040
C 0.48931 -1.08159 -0.71123
N 1.39118 -1.85928 -0.04480
O -0.65350 -1.38357 -0.96910
H 2.04117 -0.07952 -1.55549
H 0.73973 0.65224 -2.07402
H 2.21359 1.21034 0.55566
H 1.36942 2.26245 -0.60542
H -0.35272 0.53022 1.10064
H 0.41094 1.88685 1.87211
H -2.26321 2.03643 0.45392
H 1.09260 -2.70547 0.38792
H 2.25427 -1.49550 0.28114
H -1.07466 -3.49440 -0.00922
H -0.54505 -3.81526 1.46568
O -1.24700 -3.52897 0.92360

3 | 19
Properties=species:S:1:pos:R:3 method="wB97M-V/def2-TZVPD" homo_energy_ev=-8.5 gap_ev=3.82
C 0.45095 -1.33915 0.03408
N 0.03739 -0.31739 1.03607
C -0.51645 0.77517 0.30322
C 0.22803 1.57923 -0.47147
S -0.29027 -1.80768 -2.87491
C -2.04572 0.60112 0.24946
O -2.35575 -0.41939 1.06583
H 1.06138 -0.99331 -0.78906
H -0.47520 -1.64750 -0.50397
H 0.93988 -2.17961 0.52537
H -0.92496 -0.67650 1.39297
H -2.30194 0.36926 -0.79122
H 1.15736 1.25586 -0.92793
H -0.16879 2.52301 -0.83141
H 0.35040 -0.63117 -2.78611
H -2.52260 1.51824 0.67129
H 1.69678 0.61900 1.47606
H 3.04697 -0.05287 1.61729
O 2.63254 0.82367 1.60444

4 | 19
Properties=species:S:1:pos:R:3 method="wB97M-V/def2-TZVPD" smiles="C[C@H](CS)NC=O.O" homo_energy_ev=-9.0 gap_ev=9.51
O 2.54727 1.11620 -1.68348
C 1.42670 1.11722 -2.13379
N 0.36274 0.57707 -1.44960
C 0.59590 -0.19274 -0.22527
C 0.27559 0.61117 1.00956
S 1.70232 1.58433 1.68835
C -0.50959 -1.31563 -0.26414
H 1.15903 1.37041 -3.17881
H -0.51148 0.44328 -1.92723
H 1.64378 -0.59509 -0.25569
H -0.43501 1.43717 0.78534
H -0.04237 -0.06316 1.80079
H 2.64714 1.23055 0.77729
H -1.13417 -1.17545 -1.15446
H -1.11466 -1.42490 0.62791
H -0.20242 -2.35359 -0.39023
H -2.82651 -1.59354 1.81129
H -2.48213 -0.02854 2.01519
O -3.10212 -0.74474 2.14700

Tell me which of them is the least stable. Sure, it is 3.

1 | 19
Properties=species:S:1:pos:R:3 method="wB97M-V/def2-TZVPD" smiles="N[C@@H](C=O)CCS.O" homo_energy_ev=-9.1 gap_ev=9.85
O 0.39878 2.61313 -0.27600
C 1.02437 1.60434 -0.47425
C 0.56342 0.20837 -0.13793
C 1.75895 -0.63367 0.28423
C 1.37617 -2.05507 0.69962
S 0.77662 -2.99225 -0.72107
N -0.43697 0.19431 0.93396
H 2.02256 1.68998 -0.95920
H 0.14949 -0.18916 -1.07210
H 2.48931 -0.73103 -0.52294
H 2.22853 -0.10117 1.12089
H 0.52614 -1.97023 1.38146
H 2.13456 -2.62298 1.22676
H -0.54052 -3.00063 -0.48899
H -0.08326 0.83477 1.65002
H -1.27681 0.70435 0.67318
H -3.93306 2.75894 -1.35187
H -5.02954 1.71891 -1.12014
O -4.14876 1.96910 -0.84562

2 | 19
Properties=species:S:1:pos:R:3 method="wB97M-V/def2-TZVPD" homo_energy_ev=-10.3 gap_ev=9.64
C 1.57487 2.02699 -0.21949
C 0.40522 -1.73879 0.08014
C 0.80916 0.63315 -0.55508
C 0.83369 -0.39114 0.58210
N -3.11394 -0.46661 -1.35425
O -4.63191 -0.13877 0.51164
O 0.29622 0.07250 1.76183
S -3.30791 0.17059 0.03442
H 2.39990 1.76114 0.37330
H 0.82474 2.60743 0.30258
H 1.94584 2.50173 -1.10011
H -0.62551 -1.77408 -0.19492
H 0.81116 -2.13679 -0.81217
H 0.53636 -2.50598 0.90352
H 1.21894 0.18392 -1.39453
H -0.30991 0.81375 -0.69878
H 1.98211 -0.52247 0.83105
H -2.13971 -0.62310 -1.57121
H 0.49069 -0.47349 2.51997

Tell me which of them is the least stable. Sure, it is 2.

1 | 12
Properties=species:S:1:pos:R:3 method="wB97M-V/def2-TZVPD" smiles="C=CC.S" homo_energy_ev=-9.6 gap_ev=10.58
S 2.66863 0.36715 -6.60769
H 3.10716 -0.57192 -5.71635
H 2.61570 1.12212 -5.53662
C -0.21035 0.74618 1.87712
C -1.40684 -0.06291 2.16930
C -1.58724 -1.35478 1.93657
H 0.76082 0.26341 1.76177
H -0.23774 1.42514 1.01958
H -0.05447 1.47748 2.68331
H -2.23925 0.46933 2.61973
H -2.56468 -1.78774 2.13209
H -0.85173 -2.09346 1.66120

2 | 12
Properties=species:S:1:pos:R:3 method="wB97M-V/def2-TZVPD" smiles=CCCS homo_energy_ev=-9.0 gap_ev=9.73
C 0.89999 -0.76727 -0.58381
C -0.37294 0.04358 -0.58760
C -1.04549 0.36941 0.73207
H 1.37005 -0.86671 -1.69534
H 0.75605 -2.00978 -0.34914
H 1.70174 -0.31371 0.12191
H -0.26822 1.04446 -0.99881
H -0.84399 -0.80782 -1.28708
H -1.97581 1.07633 0.32860
H -1.56509 -0.31005 1.49475
H 1.34473 0.87197 1.18100
S -0.00103 1.66960 1.64344

Tell me which of them is the least stable. Sure, it is 2.

1 | 12
Properties=species:S:1:pos:R:3 method="wB97M-V/def2-TZVPD" homo_energy_ev=-8.9 gap_ev=9.25
C 0.99991 -0.28708 0.81598
C 0.49818 0.27247 -0.51642
C -1.00020 0.66259 -0.44750
S -2.08221 -0.66651 0.11383
H 1.15099 0.50931 1.55336
H 0.19912 -0.87304 1.28241
H 1.91142 -0.88217 0.79198
H 0.60145 -0.49765 -1.28791
H 1.08924 1.14127 -0.82274
H -1.22496 1.52323 0.18598
H -1.34851 0.88100 -1.45659
H -0.79441 -1.78341 -0.21240

2 | 12
Properties=species:S:1:pos:R:3 method="wB97M-V/def2-TZVPD" smiles=CCSC homo_energy_ev=-8.5 gap_ev=9.63
C -1.70761 -0.56113 -0.10600
C -0.23167 -0.75763 -0.34824
S 0.73114 -0.30875 1.05681
C 1.69411 1.10243 0.41371
H -1.95277 -1.33268 0.64874
H -1.90654 0.44006 0.35193
H -2.46988 -0.74781 -0.87929
H 0.02018 -1.78582 -0.53032
H 0.02333 -0.24385 -1.33391
H 1.11980 1.99512 0.24469
H 2.12361 0.80497 -0.53866
H 2.55630 1.39511 1.02054

Tell me which of them is the least stable. Sure, it is 1.

1 | 15
Properties=species:S:1:pos:R:3 method="wB97M-V/def2-TZVPD" homo_energy_ev=-8.1 gap_ev=7.08
C -1.77973 0.30497 -0.36159
C -0.55960 -0.59781 -0.22042
C -0.84774 -1.88350 0.35326
C 0.71834 -0.01303 -0.32324
C 0.84976 1.49340 -0.16007
C 0.53289 2.77644 0.25732
H -2.65097 -0.51325 -0.64195
H -1.76325 1.10808 -1.19503
H -2.05351 0.89586 0.50330
H -1.85270 -2.26972 0.42247
H -0.09551 -2.58662 0.47197
H 4.06870 -1.45147 0.89053
H 0.49274 3.80519 0.53275
N 1.74806 -0.86367 -0.36656
S 3.19251 -0.20486 -0.16273

2 | 15
Properties=species:S:1:pos:R:3 method="wB97M-V/def2-TZVPD" homo_energy_ev="-8.6 / -8.6" gap_ev="6.04 / 6.04"
C -3.61900 0.49469 -0.26910
C -1.27207 1.22874 0.81702
C -2.35584 0.75622 0.25562
C -0.12757 0.30247 1.16042
C -0.00895 -0.99026 0.20746
C -0.11288 -0.56384 -1.29060
N -4.69332 0.46515 -0.74002
S -1.39761 -2.10920 0.48771
H -1.23946 2.32676 0.93770
H 0.85572 0.70497 1.33102
H -0.43230 -0.09071 2.19374
H 0.81943 -1.57217 0.55722
H -0.18203 -1.39315 -1.95730
H 0.62821 0.23741 -1.52756
H -1.16263 -0.20292 -1.27438

Tell me which of them is the least stable. Sure, it is 1.

1 | 15
Properties=species:S:1:pos:R:3 method="wB97M-V/def2-TZVPD" homo_energy_ev=-8.1 gap_ev=8.27
C 0.10718 -0.99821 -0.72640
C -0.25093 -2.12955 -0.08078
C -0.06085 0.24255 -0.02385
C -1.01921 -0.00989 1.16912
C -1.95725 0.64817 1.82513
C 1.69956 1.25616 -1.32173
N 0.71293 1.22143 -0.23626
S -0.94283 -1.73918 1.49130
H 0.60596 -1.15264 -1.66207
H -0.06953 -3.10803 -0.23753
H -2.63508 0.16090 2.43649
H -2.03571 1.76922 1.85634
H 1.98102 0.15531 -1.59609
H 1.29542 1.99846 -1.91187
H 2.56934 1.68531 -0.98183

2 | 15
Properties=species:S:1:pos:R:3 method="wB97M-V/def2-TZVPD" smiles="CC#CC(=S)N1CC1" homo_energy_ev=-8.5 gap_ev=8.43
C 3.25712 0.32625 -0.04016
C 1.82364 0.60870 -0.06895
C 0.63177 0.88208 -0.10281
C -0.77980 1.08159 -0.17142
C -2.70676 -0.47835 -0.00252
C -1.46279 -1.34991 0.11907
H 3.51979 -0.52333 -0.70206
H 3.84580 1.20327 -0.39416
H 3.56500 0.08283 0.98123
H -2.94650 0.02172 0.96774
H -3.56033 -0.72294 -0.66743
H -1.28166 -2.23637 -0.48406
H -1.01755 -1.36969 1.08685
N -1.44659 -0.08304 -0.51142
S -1.44115 2.55719 -0.00988

3 | 15
Properties=species:S:1:pos:R:3 method="wB97M-V/def2-TZVPD" smiles=C[C@@H]1Cc2scnc21 homo_energy_ev=-8.1 gap_ev=8.79
C -3.24953 1.05071 -0.05358
C -1.17913 0.68678 0.37345
C -1.71924 -0.76787 0.05017
C -0.36667 -1.33502 0.40293
C 0.19946 0.09529 0.57591
C 1.18549 0.46042 -0.52672
N -2.09732 1.59480 0.18881
S -3.36325 -0.66166 -0.13471
H -4.13188 1.64972 0.02817
H -0.40029 -2.02231 1.34192
H -0.02141 -2.10445 -0.27330
H 0.78749 0.44298 1.47564
H 0.65624 0.77194 -1.33098
H 2.00812 -0.30030 -0.82240
H 1.83218 1.37612 -0.28968

Tell me which of them is the least stable. Sure, it is 3.